Computed, not measured: an isolated ion of composition C5H15N2S and charge +1 in a non-equilibrium geometry, with ωB97M-V/def2-TZVPD.

```
23
Properties=species:S:1:pos:R:3:forces:R:3
C 2.08912 2.12210 0.50529 -0.2427 0.7031 1.0264
C 1.27135 0.90615 0.09597 -0.2597 1.1345 -1.0790
N 1.06289 0.90016 -1.38040 0.2442 -0.9567 0.3894
C -0.17416 1.09041 0.64029 1.5557 -0.3169 0.5451
N -1.07823 0.13432 -0.02704 -0.2983 -0.8449 2.0303
C -0.78108 -1.32686 0.34830 0.2025 0.9897 -0.4032
C -1.98560 -2.17432 -0.01396 0.3703 -0.6851 0.5893
S -1.46001 -3.92878 0.04895 -0.2744 -0.0138 -0.0216
H 1.48147 3.02775 0.44990 -0.0832 0.0968 -0.5649
H 2.34330 2.15573 1.56976 0.2915 -0.5315 -0.0891
H 2.98434 2.28913 -0.08845 0.0366 -0.2941 0.0053
H 1.80787 0.01051 0.38794 -0.3629 -0.3450 0.1322
H 1.82871 0.44877 -1.86529 0.0147 -0.1994 0.0821
H 1.08103 1.83951 -1.71901 -0.1396 0.7726 -0.2091
H -0.24153 0.92878 1.71531 -0.0417 0.0522 0.0036
H -0.38468 2.13289 0.42220 -0.7616 -0.1130 -0.1820
H -2.05244 0.31004 0.21442 -0.0091 0.2125 -0.1772
H -0.92137 0.19933 -1.00235 0.2525 0.4250 -1.7328
H -0.46173 -1.31115 1.38932 -0.5265 -0.2573 0.1603
H 0.11633 -1.60422 -0.19799 -0.1542 -0.0448 -0.3352
H -2.42380 -1.89768 -0.97121 0.1622 -0.1214 -0.1092
H -2.76763 -2.09476 0.74272 0.0021 0.1659 -0.0386
H -1.33416 -4.15779 -1.26468 0.0215 0.1715 -0.0220
```
Forces are in eV/Å.

Its HOMO-LUMO gap is 9.9 eV. The calculation puts the energy at -19237.29015 eV. Its LUMO energy is -2.913 eV. The calculation puts the energy above the lowest of the compared OMol25 structures with the same formula, charge and spin at 12.06 kcal per mole. As for the SMILES: C[C@H](N)C[NH2+]CCS. As for the charge: +1.

Formally, the natural (NBO) partial charges of the atoms, in units of the elementary charge, are as follows:
1 C -0.64
2 C -0.07
3 N -0.88
4 C -0.24
5 N -0.51
6 C -0.23
7 C -0.56
8 S 0.01
9 H 0.21
10 H 0.24
11 H 0.24
12 H 0.22
13 H 0.39
14 H 0.37
15 H 0.23
16 H 0.24
17 H 0.43
18 H 0.46
19 H 0.23
20 H 0.24
21 H 0.24
22 H 0.24
23 H 0.14


Computed, not measured: a 2-piece molecular cluster, C5H15N3 overall, with ωB97M-V/def2-TZVPD.

```
23
Properties=species:S:1:pos:R:3:forces:R:3
C 0.94798 3.18176 -2.42713 -0.1081 0.1309 0.0366
N 1.34401 1.84881 -2.09005 0.1580 -0.3538 -0.0395
C 1.08253 1.39305 -0.94003 -0.0408 0.4231 -0.0311
N 1.50711 0.17664 -0.52419 0.2153 -0.4325 0.0967
H 0.39158 3.68818 -1.62316 0.0095 0.0398 -0.0617
H 0.32548 3.14697 -3.32367 -0.0109 0.1670 0.0023
H 1.83939 3.76734 -2.66220 -0.0872 0.1229 -0.0306
H 0.53677 1.96330 -0.16788 0.0300 -0.0263 -0.1748
H 1.90269 -0.40216 -1.24806 0.0198 0.0149 -0.0186
H 0.97968 -0.29335 0.21112 -0.0076 0.0303 -0.0217
C -2.07541 -0.64493 -0.02318 0.1541 -0.2375 0.0987
C -1.30469 -1.69475 0.76418 -0.1557 0.0724 -0.0681
N -0.17997 -1.08870 1.46254 -0.2598 0.1716 0.2777
C 0.57223 -2.03676 2.26284 -0.0158 -0.0326 0.1014
H -2.50035 0.09990 0.64698 -0.0830 0.0969 0.0491
H -1.41815 -0.14135 -0.72723 0.0286 0.0551 -0.0897
H -2.88566 -1.11354 -0.57506 -0.1142 0.0228 -0.0546
H -0.89673 -2.44619 0.08080 -0.0587 -0.0159 0.0490
H -1.98647 -2.21202 1.46103 0.1144 -0.0257 -0.0944
H -0.52452 -0.33991 2.05881 0.0321 -0.0909 -0.0735
H -0.04193 -2.55224 3.01456 0.0464 -0.0171 -0.0343
H 1.00360 -2.78820 1.60106 0.0637 -0.0414 0.0444
H 1.38081 -1.51185 2.76792 0.0699 -0.0741 0.0367
```
Forces are in eV/Å.

Its HOMO-LUMO gap is 9.2 eV. The calculation puts the energy at -9898.20485 eV. Its LUMO energy is 0.925 eV. The calculation puts the energy above the lowest of the compared OMol25 structures with the same formula, charge and spin at 21.82 kcal per mole. As for the SMILES: C/N=C/N.CCNC.

Formally, the natural (NBO) partial charges of the atoms, in units of the elementary charge, are as follows:
1 C -0.42
2 N -0.52
3 C 0.27
4 N -0.84
5 H 0.16
6 H 0.19
7 H 0.19
8 H 0.13
9 H 0.38
10 H 0.42
11 C -0.61
12 C -0.21
13 N -0.64
14 C -0.41
15 H 0.20
16 H 0.22
17 H 0.22
18 H 0.19
19 H 0.16
20 H 0.36
21 H 0.17
22 H 0.19
23 H 0.21


Computed, not measured: an isolated molecule of C5H15N3 in a non-equilibrium geometry, with ωB97M-V/def2-TZVPD.

```
23
Properties=species:S:1:pos:R:3:forces:R:3
N -0.92337 1.39753 1.90541 0.2009 0.0393 -0.1730
C 0.54870 1.28502 1.83485 -0.8525 0.3607 0.5204
C 1.15043 1.14788 0.45484 0.9544 -0.4256 -0.8659
C 1.48557 -0.29836 0.00989 -0.2809 0.8651 0.8674
C 0.34250 -1.31743 0.15605 0.5737 -0.1717 0.3701
N -0.22192 -1.84741 -1.06844 -0.9231 0.5182 -0.7106
C -1.46604 -1.21133 -1.51309 1.3529 0.0179 0.4103
N -1.32189 0.24260 -1.65731 0.1514 0.3231 -0.0299
H -1.35948 0.49713 2.04413 -0.0561 0.0212 -0.1410
H -1.27601 1.78642 1.03357 -0.0206 -0.2185 0.1933
H 0.93074 2.17194 2.32535 0.2536 0.3869 -0.0858
H 0.84986 0.48831 2.51472 0.0978 -0.3191 -0.1799
H 2.09585 1.70611 0.41533 -0.0485 -0.0830 0.1466
H 0.55910 1.60634 -0.33494 -0.5055 0.2049 0.2891
H 1.90716 -0.25027 -0.98845 -0.1172 -0.2395 -0.3981
H 2.31178 -0.59749 0.64534 0.2024 -0.3078 0.1595
H 0.73171 -2.15744 0.71814 0.2325 -0.3612 0.1040
H -0.43883 -0.92795 0.81259 -0.1203 0.1347 -0.3875
H 0.43550 -1.76901 -1.83386 0.2575 -0.1682 0.0991
H -1.71807 -1.71548 -2.44312 -0.4810 -0.0784 -0.0035
H -2.16295 -1.37613 -0.70572 -0.6873 -0.2504 -0.1229
H -0.43113 0.47219 -2.08202 0.0259 -0.1057 -0.0870
H -2.02919 0.66683 -2.24326 -0.2101 -0.1430 0.0255
```
Forces are in eV/Å.

Its HOMO-LUMO gap is 9.9 eV. The calculation puts the energy at -9897.86907 eV. Its LUMO energy is 1.053 eV. The calculation puts the energy above the lowest of the compared OMol25 structures with the same formula, charge and spin at 29.57 kcal per mole. As for the SMILES: NCCCCNCN.

Formally, the natural (NBO) partial charges of the atoms, in units of the elementary charge, are as follows:
1 N -0.84
2 C -0.23
3 C -0.41
4 C -0.41
5 C -0.24
6 N -0.61
7 C -0.04
8 N -0.87
9 H 0.35
10 H 0.36
11 H 0.19
12 H 0.19
13 H 0.20
14 H 0.20
15 H 0.20
16 H 0.20
17 H 0.19
18 H 0.19
19 H 0.34
20 H 0.17
21 H 0.17
22 H 0.35
23 H 0.36


Computed, not measured: an isolated molecule of C5H15N3 in a non-equilibrium geometry, with ωB97M-V/def2-TZVPD.

```
23
Properties=species:S:1:pos:R:3:forces:R:3
C 1.99801 1.07824 1.34649 0.6412 -0.1741 -0.0733
C 1.38894 0.52045 -1.35868 0.0355 1.4414 2.4009
N 0.94307 0.98816 0.34389 -1.2766 -1.5838 -1.9669
H 0.45810 1.86973 0.18325 0.2633 0.1312 0.1918
H 1.69781 1.56512 2.27737 -0.2773 0.4802 -0.4403
H 2.86370 1.55581 0.88324 0.0757 0.1031 0.4186
H 2.28717 0.08540 1.70399 -0.0426 -0.1504 -0.5625
H 0.63759 0.78138 -2.09659 -0.3930 -0.2421 0.4419
H 2.15870 1.28785 -1.44781 0.4559 -0.2289 0.0038
H 1.72688 -0.50506 -1.43742 -0.0733 0.1512 0.3194
C -1.07145 -2.16579 -0.48769 0.1021 0.1023 -0.1810
C -0.79016 -0.69364 -0.48470 0.6339 0.2614 0.6285
N -1.71029 0.10633 -1.25638 -0.7252 0.0565 -0.0302
N -1.32691 0.67109 1.57391 1.8403 1.2709 -0.4481
C -0.36290 -0.07754 0.76245 -1.3751 -1.2408 -0.4581
H -1.34115 0.53032 -2.09867 0.3514 -0.0339 -0.1582
H -2.50948 -0.42993 -1.60118 0.0509 0.1233 0.4277
H -1.88654 1.26082 0.96457 -0.5588 -0.6462 0.4091
H -1.77861 0.10515 2.28201 -0.1193 0.2453 -0.5818
H 0.08727 -0.81648 1.42747 0.3697 0.1196 -0.2000
H -2.13186 -2.40850 -0.27758 -0.0699 0.0468 -0.0850
H -0.50261 -2.71597 0.26590 0.1677 0.0731 -0.0475
H -0.83528 -2.59294 -1.46788 -0.0766 -0.3061 -0.0089
```
Forces are in eV/Å.

Its HOMO-LUMO gap is 5.8 eV. The calculation puts the energy at -9893.72964 eV. Its LUMO energy is 0.792 eV. The calculation puts the energy above the lowest of the compared OMol25 structures with the same formula, charge and spin at 125.02 kcal per mole.

Formally, the natural (NBO) partial charges of the atoms, in units of the elementary charge, are as follows:
1 C -0.44
2 C -0.37
3 N -0.46
4 H 0.39
5 H 0.23
6 H 0.20
7 H 0.21
8 H 0.20
9 H 0.17
10 H 0.23
11 C -0.62
12 C -0.24
13 N -0.88
14 N -0.91
15 C 0.13
16 H 0.33
17 H 0.34
18 H 0.38
19 H 0.38
20 H 0.18
21 H 0.15
22 H 0.20
23 H 0.19


Computed, not measured: C5H15N3 as an isolated structure in a non-equilibrium geometry, with ωB97M-V/def2-TZVPD.

```
23
Properties=species:S:1:pos:R:3:forces:R:3
N 3.01505 0.75529 0.43652 -4.3081 -1.9823 1.7073
C 2.45215 -0.66724 0.58839 1.8186 -4.3669 -2.9640
C 1.22140 -0.79979 -0.39149 0.5818 0.5527 2.5895
N 0.11137 0.11146 0.02310 -0.0381 1.1118 -4.2086
C 0.27579 1.41346 -0.61853 0.6279 2.1036 -0.0139
C -1.20329 -0.47305 -0.26804 0.8090 -1.1879 0.1266
C -2.37527 0.27585 0.30387 -0.1354 0.2118 1.3920
N -3.63674 -0.37696 0.17515 -0.5466 -0.4024 -0.0701
H 3.83842 0.92137 1.00959 -0.3178 -0.4383 0.5867
H 2.15202 -1.22361 1.49879 0.0401 1.3082 0.6476
H 3.19563 -1.41389 0.25088 -0.2346 0.1876 -0.4434
H 2.07464 0.52350 1.07069 2.3360 4.8931 0.3938
H 0.73856 -1.76520 -0.27364 0.7738 -0.3819 -0.6354
H 1.56297 -0.42476 -1.34653 -0.1572 -0.5955 -0.3756
H 1.05778 2.07068 -0.20616 -0.2405 -0.4923 0.7446
H -0.57931 2.05590 -0.83425 -0.4927 -0.6898 0.8050
H 0.74490 1.34401 -1.59845 -0.0108 -0.8881 -0.2857
H -1.10197 -1.50669 0.11245 -0.7036 0.3820 0.0152
H -1.25382 -0.59668 -1.37741 0.1592 0.3265 0.4337
H -2.15638 0.26170 1.38481 -0.2258 0.4822 -0.1997
H -2.42407 1.33245 -0.00232 0.0427 -0.4621 -0.1240
H -3.95774 -0.65852 -0.73935 0.2052 0.2844 -0.1909
H -3.75210 -1.15925 0.80192 0.0168 0.0437 0.0695
```
Forces are in eV/Å.

Its HOMO-LUMO gap (alpha / beta) is 10.6 / 5.3 eV. The calculation puts the energy at -9886.36122 eV. Its LUMO energy (alpha / beta) is -2.629 / -7.827 eV. The expectation value of S² is 0.754. The calculation puts the energy above the lowest of the compared OMol25 structures with the same formula, charge and spin at 94.93 kcal per mole. The multiplicity is 2. As for the charge: +1.

Formally, the natural (NBO) partial charges of the atoms, in units of the elementary charge, are as follows:
1 N -0.80
2 C -0.37
3 C -0.24
4 N 0.02
5 C -0.52
6 C -0.26
7 C -0.24
8 N -0.81
9 H 0.39
10 H 0.22
11 H 0.25
12 H 0.40
13 H 0.24
14 H 0.26
15 H 0.30
16 H 0.25
17 H 0.27
18 H 0.22
19 H 0.26
20 H 0.21
21 H 0.21
22 H 0.38
23 H 0.38